Entry 1:
Formula: C6H8O2
Source: OMol25
Level of theory: ωB97M-V/def2-TZVPD

Last column: natural (NBO) charge in e.
CARTESIAN COORDINATES (ANGSTROEM)
C: 2.31 -0.32 0.26  0.393
C: 0.93 -0.15 -0.30  -0.077
C: -1.09 -1.36 0.12  -0.076
C: -1.27 0.11 -0.45  -0.230
C: -1.27 1.60 0.03  -0.350
C: -0.06 0.68 0.19  -0.208
H: 2.76 -1.15 1.15  0.191
H: 1.48 0.23 -1.31  0.257
H: -1.42 -2.15 -0.47  0.207
H: -1.27 -1.50 1.17  0.187
H: -1.03 0.21 -1.48  0.209
H: -1.70 2.08 -0.71  0.213
H: -1.45 2.36 1.03  0.241
H: -0.23 0.07 1.36  0.160
O: 3.03 0.71 -0.27  -0.567
O: 0.28 -1.42 -0.33  -0.550

lowest unoccupied orbital energy = 0.17 eV
HOMO level = -9.72 eV
multiplicity = 1
DFT total energy = -383.57173 Ha

***

Entry 2:
Formula: C6H8O2
Source: OMol25
Level of theory: ωB97M-V/def2-TZVPD

Last column: natural (NBO) charge in e.
CARTESIAN COORDINATES (ANGSTROEM)
C: -1.54 0.19 -0.05  0.776
C: -0.75 -0.87 -0.75  -0.518
C: 0.77 -1.03 -0.34  -0.250
C: 1.13 -0.78 1.11  -0.455
C: 1.62 0.01 0.01  -0.040
C: 2.49 0.94 -0.36  -0.383
H: -0.05 1.35 -0.22  0.493
H: -1.28 -1.82 -0.54  0.251
H: -0.92 -0.71 -1.80  0.242
H: 1.22 -1.88 -0.82  0.233
H: 0.42 -0.39 1.81  0.233
H: 1.88 -1.37 1.65  0.233
H: 2.91 1.64 0.37  0.217
H: 2.76 0.96 -1.42  0.208
O: -0.96 1.40 0.13  -0.677
O: -2.69 0.04 0.28  -0.564

lowest unoccupied orbital energy = 0.62 eV
HOMO level = -10.14 eV
multiplicity = 1
DFT total energy = -383.83791 Ha

***

Entry 3:
Formula: C6H8O2
Source: OMol25
Level of theory: ωB97M-V/def2-TZVPD

Last column: natural (NBO) charge in e.
CARTESIAN COORDINATES (ANGSTROEM)
C: -2.62 -0.16 0.08  -0.656
C: -1.17 0.16 -0.07  0.308
C: -0.43 1.28 -0.06  -0.365
C: 0.83 0.82 -0.02  0.192
C: 0.98 -0.48 0.02  0.197
C: 1.98 -1.59 0.00  -0.649
H: -3.07 0.95 0.10  0.222
H: -2.77 -0.50 1.11  0.235
H: -2.96 -0.80 -0.76  0.238
H: -0.72 2.39 -0.36  0.231
H: 1.61 2.63 -0.15  0.474
H: 1.99 -1.96 1.06  0.224
H: 1.80 -2.44 -0.68  0.236
H: 2.96 -1.09 -0.25  0.234
O: 1.89 1.74 0.08  -0.695
O: -0.30 -0.94 -0.11  -0.426

lowest unoccupied orbital energy = 0.87 eV
HOMO level = -7.90 eV
multiplicity = 1
DFT total energy = -383.83730 Ha

***

Entry 4:
Formula: C6H8O2
Source: OMol25
Level of theory: ωB97M-V/def2-TZVPD

Last column: natural (NBO) charge in e.
CARTESIAN COORDINATES (ANGSTROEM)
C: 2.02 1.02 0.07  -0.662
C: 0.55 0.61 -0.34  -0.055
C: 0.02 -0.58 -0.28  -0.258
C: 0.90 -1.86 -0.10  0.370
C: -1.58 -0.72 -0.15  0.599
C: -2.24 0.68 0.14  -0.740
H: 2.37 2.00 0.32  0.226
H: 2.35 0.60 0.93  0.237
H: 2.68 0.64 -0.81  0.237
H: -0.20 1.46 -0.20  0.214
H: 0.61 -2.94 -0.34  0.173
H: -1.74 1.25 0.86  0.225
H: -2.46 1.22 -0.84  0.242
H: -3.30 0.22 0.52  0.250
O: 2.17 -1.84 0.17  -0.536
O: -2.18 -1.77 0.06  -0.523

lowest unoccupied orbital energy = -0.34 eV
HOMO level = -9.62 eV
multiplicity = 1
DFT total energy = -383.78256 Ha

***

Entry 5:
Formula: C6H8O2S
Source: OMol25
Level of theory: ωB97M-V/def2-TZVPD

Last column: natural (NBO) charge in e.
CARTESIAN COORDINATES (ANGSTROEM)
C: 0.33 1.40 -1.62  -0.239
C: 0.83 2.56 -1.18  -0.385
C: 0.01 0.42 -0.59  -0.074
C: 0.30 0.95 0.62  -0.218
C: -0.27 -0.95 -1.11  -0.609
C: 0.09 0.26 2.11  0.394
O: -1.23 0.03 2.27  -0.715
O: 0.73 -0.99 2.15  -0.752
S: 1.05 2.53 0.54  0.375
H: 0.22 1.25 -2.74  0.217
H: 1.30 3.34 -1.66  0.224
H: -1.15 -1.48 -0.55  0.205
H: -0.65 -0.86 -2.11  0.216
H: 0.64 -1.38 -1.05  0.226
H: 0.61 1.00 2.65  0.155
H: -1.48 -0.89 2.03  0.493
H: 0.83 -1.44 2.97  0.487

lowest unoccupied orbital energy = 0.67 eV
HOMO level = -8.71 eV
multiplicity = 1
DFT total energy = -782.02770 Ha

***

Entry 6:
Formula: C6H8O3
Source: OMol25
Level of theory: ωB97M-V/def2-TZVPD

Last column: natural (NBO) charge in e.
CARTESIAN COORDINATES (ANGSTROEM)
C: -0.63 1.04 1.15  0.088
C: -1.50 -0.23 1.49  -0.123
C: -0.21 1.26 -0.29  -0.471
C: 1.66 -0.42 -0.34  0.768
C: 0.33 -0.01 -0.88  -0.106
C: -0.29 -0.72 -1.82  -0.324
O: -0.18 -0.05 1.88  -0.492
O: 1.86 -1.75 -0.40  -0.683
O: 2.49 0.34 0.07  -0.589
H: 2.73 -1.96 -0.02  0.499
H: -0.74 1.95 1.75  0.188
H: -1.67 -1.02 0.77  0.188
H: -2.28 -0.03 2.21  0.177
H: 0.59 2.01 -0.29  0.240
H: -1.04 1.64 -0.87  0.222
H: 0.13 -1.63 -2.21  0.216
H: -1.25 -0.42 -2.20  0.199

lowest unoccupied orbital energy = 0.78 eV
HOMO level = -10.07 eV
multiplicity = 1
DFT total energy = -459.09312 Ha

***

Entry 7:
Formula: C6H8O3
Source: OMol25
Level of theory: ωB97M-V/def2-TZVPD

Last column: natural (NBO) charge in e.
CARTESIAN COORDINATES (ANGSTROEM)
C: 1.17 -0.70 1.29  -0.665
C: 0.20 0.52 1.05  -0.334
C: 0.39 0.96 -0.33  -0.045
C: -0.32 -1.01 -1.47  0.187
C: -1.30 0.10 0.40  0.007
C: -1.16 1.28 -0.47  0.526
H: 0.69 -1.56 0.38  0.267
H: 2.47 -0.49 0.72  0.219
H: 1.35 -0.68 2.55  0.243
H: 0.35 1.23 2.03  0.263
H: 0.92 1.82 -0.75  0.223
H: -1.02 -0.62 -2.40  0.178
H: 0.23 -2.08 -1.51  0.206
H: -2.03 0.31 1.36  0.228
O: 0.81 -0.14 -1.36  -0.527
O: -1.08 -1.08 -0.32  -0.510
O: -1.67 2.14 -1.16  -0.467

lowest unoccupied orbital energy = 0.13 eV
HOMO level = -9.32 eV
multiplicity = 1
DFT total energy = -458.85198 Ha

***

Entry 8:
Formula: C6H8O3
Source: OMol25
Level of theory: ωB97M-V/def2-TZVPD

Last column: natural (NBO) charge in e.
CARTESIAN COORDINATES (ANGSTROEM)
C: 1.40 -0.26 -0.53  0.064
C: -0.75 -0.24 1.72  -0.703
C: -0.29 -0.95 0.49  0.639
C: 0.25 0.49 -0.87  -0.133
C: 0.31 1.91 -0.36  0.410
C: -0.99 0.01 -1.29  -0.496
O: 1.80 -1.42 -1.11  -0.689
O: -0.27 -2.12 0.23  -0.602
O: -0.60 2.69 -0.42  -0.489
H: 1.15 -2.12 -0.89  0.495
H: 2.20 0.26 -0.01  0.186
H: 1.29 2.21 0.06  0.123
H: -1.74 -0.61 1.98  0.245
H: -0.06 -0.50 2.53  0.244
H: -0.78 0.84 1.61  0.241
H: -1.81 0.71 -1.32  0.237
H: -1.09 -0.91 -1.84  0.230

lowest unoccupied orbital energy = -0.53 eV
HOMO level = -7.97 eV
multiplicity = 1
DFT total energy = -459.00710 Ha

***

Entry 9:
Formula: C6H8O3
Source: OMol25
Level of theory: ωB97M-V/def2-TZVPD

Last column: natural (NBO) charge in e.
CARTESIAN COORDINATES (ANGSTROEM)
C: 1.12 -1.23 -1.21  -0.740
C: 0.21 2.10 -0.35  -0.661
C: -1.08 0.20 0.87  0.162
C: 1.16 -0.35 0.02  0.571
C: -0.10 0.76 0.18  -0.062
C: -0.79 -1.25 1.15  0.345
O: -2.39 0.63 0.86  -0.668
O: 2.20 -0.11 0.62  -0.527
O: -1.70 -2.07 0.97  -0.530
H: -2.92 -0.17 1.07  0.497
H: 0.08 -1.50 1.78  0.175
H: 1.60 -2.18 -0.97  0.246
H: 0.09 -1.42 -1.52  0.231
H: 1.68 -0.75 -2.01  0.255
H: 1.18 2.44 0.01  0.242
H: -0.57 2.81 -0.03  0.238
H: 0.23 2.10 -1.44  0.227

lowest unoccupied orbital energy = -0.64 eV
HOMO level = -9.24 eV
multiplicity = 1
DFT total energy = -459.06685 Ha

***

Entry 10:
Formula: C6H8O3S
Source: OMol25
Level of theory: ωB97M-V/def2-TZVPD

Last column: natural (NBO) charge in e.
CARTESIAN COORDINATES (ANGSTROEM)
C: 1.73 0.05 -2.67  -0.156
C: 1.21 -0.50 -1.70  -0.098
C: 1.30 1.19 0.98  -0.559
C: 0.44 -1.14 -0.79  -0.193
C: -0.93 -0.63 -0.38  0.066
C: -1.45 -1.24 0.93  -0.617
O: -0.38 2.99 0.37  -0.896
O: -1.16 1.33 2.05  -0.909
O: -0.88 0.80 -0.34  -0.702
S: -0.37 1.62 0.89  2.331
H: 2.42 0.67 -3.15  0.230
H: 1.89 1.20 1.80  0.202
H: 1.88 1.12 0.14  0.209
H: 0.58 -2.17 -0.75  0.214
H: -1.58 -1.08 -1.13  0.223
H: -1.50 -2.23 0.85  0.208
H: -2.34 -0.81 1.14  0.228
H: -0.87 -1.14 1.75  0.220

lowest unoccupied orbital energy (alpha / beta) = -1.32 / -1.24 eV
HOMO level (alpha / beta) = -8.79 / -9.83 eV
multiplicity = 1
DFT total energy = -857.08221 Ha

***

Entry 11:
Formula: C6H8O6Sm
Source: OMol25
Level of theory: ωB97M-V/def2-TZVPD

Last column: Mulliken spin population.
CARTESIAN COORDINATES (ANGSTROEM)
O: -0.71 -1.08 -3.71  0.934
C: -0.90 -0.20 -2.78  -0.024
O: -1.85 -0.34 -2.01  0.076
O: -0.05 0.76 -2.76  0.003
C: -0.17 1.79 -1.73  0.004
C: 0.49 1.33 -0.46  -0.002
C: -0.21 1.08 0.65  0.004
C: 0.42 0.69 1.95  0.000
Sm: -3.84 -1.62 -1.54  6.003
H: -1.23 2.03 -1.59  -0.002
H: 0.36 2.65 -2.16  0.002
H: 1.58 1.22 -0.48  0.000
H: -1.30 1.17 0.65  0.001
H: 0.09 1.35 2.76  0.000
H: 1.51 0.67 1.92  0.000
O: -0.06 -0.63 2.39  0.000
C: 0.35 -1.72 1.89  0.001
O: -0.17 -2.74 1.51  0.000
H: 1.56 -3.08 1.57  0.000
O: 1.76 -2.03 1.95  0.000
H: 2.39 -1.28 1.99  0.000

total charge = +3
lowest unoccupied orbital energy (alpha / beta) = -12.02 / -13.65 eV
HOMO level (alpha / beta) = -20.51 / -20.50 eV
multiplicity = 8
DFT total energy = -1341.59235 Ha
⟨S²⟩ = 15.761

***

Entry 12:
Formula: C6H8OS
Source: OMol25
Level of theory: ωB97M-V/def2-TZVPD

Last column: natural (NBO) charge in e.
CARTESIAN COORDINATES (ANGSTROEM)
C: -1.19 1.04 -0.08  -0.388
C: -0.26 1.85 -0.52  0.162
C: -0.55 -1.43 0.29  -0.459
C: 0.58 -1.28 -0.82  -0.535
C: -0.84 -0.09 0.83  -0.149
C: 1.32 0.68 0.73  -0.096
O: 1.04 1.77 -0.13  -0.527
S: 2.09 -0.80 -0.03  0.215
H: -2.18 1.07 -0.64  0.231
H: -0.44 2.68 -1.17  0.200
H: -1.39 -1.68 -0.26  0.221
H: -0.29 -2.13 0.94  0.218
H: 0.77 -2.27 -1.32  0.231
H: 0.32 -0.51 -1.53  0.220
H: -0.79 0.17 1.98  0.247
H: 1.80 0.94 1.74  0.211

lowest unoccupied orbital energy = 0.79 eV
HOMO level = -8.22 eV
multiplicity = 1
DFT total energy = -706.71199 Ha

***

Entry 13:
Formula: C6H8OS
Source: OMol25
Level of theory: ωB97M-V/def2-TZVPD

Last column: natural (NBO) charge in e.
CARTESIAN COORDINATES (ANGSTROEM)
C: -0.59 1.08 -0.11  0.005
C: -0.07 -0.31 -0.19  -0.323
C: -1.25 -0.74 -0.89  -0.488
C: -1.37 0.65 -1.24  0.034
C: 0.53 -0.79 1.09  -0.144
C: 1.95 -0.86 1.44  -0.427
H: 0.98 2.17 0.15  0.480
H: -1.09 1.12 0.93  0.203
H: 0.80 -0.18 -0.92  0.227
H: -1.09 -1.53 -1.74  0.250
H: -2.12 -1.12 -0.25  0.244
H: -0.42 -1.00 1.80  0.195
H: 2.27 -1.33 2.50  0.230
H: 2.63 -0.74 0.63  0.201
O: 0.34 1.97 -0.55  -0.683
S: -1.50 1.63 -2.67  -0.004

lowest unoccupied orbital energy = -0.41 eV
HOMO level = -8.45 eV
multiplicity = 1
DFT total energy = -706.66912 Ha

***

Entry 14:
Formula: C6H8OS
Source: OMol25
Level of theory: ωB97M-V/def2-TZVPD

Last column: natural (NBO) charge in e.
CARTESIAN COORDINATES (ANGSTROEM)
C: 0.41 1.87 1.12  0.442
C: -0.01 0.60 0.42  -0.199
C: 0.01 0.60 -1.08  -0.429
C: -0.44 -0.90 -1.32  -0.418
C: -0.59 -1.39 0.17  -0.275
C: 0.62 -0.72 0.86  -0.428
H: 0.22 1.88 2.21  0.109
H: 1.04 0.74 -1.43  0.221
H: -0.65 1.37 -1.52  0.235
H: 0.27 -1.53 -1.88  0.212
H: -1.40 -0.94 -1.84  0.220
H: -0.72 -2.47 0.37  0.229
H: 1.62 -0.99 0.47  0.208
H: 0.55 -0.88 1.97  0.227
O: 0.76 2.84 0.55  -0.496
S: -1.70 -0.08 0.91  0.142

lowest unoccupied orbital energy = 0.63 eV
HOMO level = -9.04 eV
multiplicity = 1
DFT total energy = -706.80492 Ha